Entry 1:
An isolated molecule of C4H6O. Source: the OMol25 dataset; level of theory: ωB97M-V with the def2-TZVPD basis set.

Computed properties:
- SMILES: C1=CCOC1
- E_tot: -6291.4349 eV
- Charge: 0
- HOMO level: -9.2 eV
- Spin multiplicity: 1

Positions of all 11 atoms, in Å:
C (0.6738, 0.8970, -0.1754)
C (1.0517, -0.3585, 0.0405)
C (-0.1692, -1.2431, 0.0621)
O (-1.2358, -0.3904, -0.3372)
C (-0.8340, 0.9525, -0.1122)
H (1.3128, 1.7696, -0.2492)
H (2.0578, -0.7207, 0.2278)
H (-0.3681, -1.6615, 1.0627)
H (-0.0953, -2.0847, -0.6398)
H (-1.1239, 1.3267, 0.8897)
H (-1.3883, 1.6297, -0.7631)

Entry 2:
A 6-piece molecular cluster, C47H88BF5N3O6 overall. Source: the OMol25 dataset; level of theory: ωB97M-V with the def2-TZVPD basis set.

Computed properties:
- E_tot: -81173.3440 eV
- Charge: +1
- HOMO level: -11.7 eV
- Spin multiplicity: 1

Positions of all 150 atoms, in Å:
C (-1.1837, -5.9037, 0.9150)
C (-1.8363, -5.7626, -0.1155)
C (-2.7058, -5.3128, -1.3632)
C (-2.2791, -3.7922, -1.7256)
C (-1.5898, -3.6938, -3.1788)
C (-0.2521, -2.8216, -3.1372)
C (-0.2767, -1.6142, -2.2613)
C (0.9591, -0.7875, -2.1496)
C (0.9324, 0.4719, -1.2234)
O (1.7075, 0.7197, -0.3288)
O (-0.1455, 1.3629, -1.4509)
C (-0.6105, 1.9588, -0.2113)
C (-1.1841, 0.9208, 0.8519)
O (-0.2469, 0.6640, 1.9383)
C (-2.4901, 1.5259, 1.5720)
N (-2.9747, 0.6297, 2.6740)
C (2.1796, -1.2391, -2.9575)
B (3.5021, -0.3106, -2.7400)
O (3.4369, 1.0327, -3.2196)
O (4.6702, -0.7431, -2.0899)
C (2.1209, -2.4482, -3.8612)
C (3.3832, -2.8602, -4.7002)
F (3.2006, -3.8817, -5.6240)
F (3.9137, -1.7975, -5.4633)
C (4.5548, -3.4060, -3.7049)
F (4.1341, -3.4969, -2.3879)
F (5.7297, -2.6789, -3.8491)
F (4.8865, -4.7153, -4.0857)
N (0.8943, -3.1713, -3.8908)
O (0.7237, -4.3212, -4.6418)
C (1.1806, -5.3546, -3.7969)
N (1.4360, -6.3848, -3.3301)
H (-0.4368, -5.8209, 1.7505)
H (-2.4513, -6.0474, -2.1801)
H (-3.7975, -5.3281, -1.0851)
H (-1.5968, -3.4654, -0.8887)
H (-3.1983, -3.1177, -1.6660)
H (-2.2540, -3.2113, -3.9562)
H (-1.4122, -4.7576, -3.5072)
H (-1.1976, -1.3276, -1.6754)
H (-1.4919, 2.6276, -0.5000)
H (0.1520, 2.6721, 0.2481)
H (-1.4312, -0.0990, 0.4033)
H (-0.4716, 1.2641, 2.6770)
H (-2.1550, 2.4877, 2.0931)
H (-3.3170, 1.7354, 0.8110)
H (-3.9973, 0.5948, 2.6942)
H (-2.5718, -0.3073, 2.5629)
H (3.6519, 1.6325, -2.4678)
H (5.4149, -0.1263, -2.2556)
C (7.5194, -0.8596, 4.1845)
C (6.5526, -1.9389, 3.7136)
C (6.7012, -2.2837, 2.2313)
C (6.4167, -1.1359, 1.2597)
C (5.0301, -0.5046, 1.3748)
C (3.8980, -1.4761, 1.0751)
H (7.3357, 0.0931, 3.6823)
H (7.4042, -0.6936, 5.2582)
H (8.5552, -1.1546, 3.9984)
H (5.5251, -1.6340, 3.9344)
H (6.7357, -2.8467, 4.2978)
H (6.0431, -3.1277, 2.0003)
H (7.7212, -2.6421, 2.0515)
H (6.5505, -1.5091, 0.2374)
H (7.1695, -0.3514, 1.3928)
H (4.9699, 0.3273, 0.6635)
H (4.8877, -0.0686, 2.3679)
H (4.0059, -1.9018, 0.0735)
H (2.9369, -0.9583, 1.1203)
H (3.8655, -2.2952, 1.7972)
C (-2.0119, 6.6194, 0.1747)
C (-3.0048, 5.5713, -0.3120)
C (-2.8370, 5.2133, -1.7892)
C (-3.0621, 6.3642, -2.7725)
C (-4.4304, 7.0410, -2.6863)
C (-5.5904, 6.1049, -3.0018)
H (-2.1522, 7.5746, -0.3354)
H (-2.1443, 6.7949, 1.2451)
H (-0.9826, 6.2884, 0.0124)
H (-4.0252, 5.9119, -0.1148)
H (-2.8649, 4.6597, 0.2813)
H (-3.5191, 4.3904, -2.0298)
H (-1.8252, 4.8190, -1.9460)
H (-2.9200, 5.9810, -3.7892)
H (-2.2862, 7.1232, -2.6283)
H (-4.4501, 7.8698, -3.4012)
H (-4.5762, 7.4862, -1.6976)
H (-5.4813, 5.6696, -3.9985)
H (-6.5348, 6.6537, -2.9758)
H (-5.6616, 5.2919, -2.2752)
C (-9.7875, 0.7195, 2.0143)
C (-8.2975, 0.9204, 2.2595)
C (-7.9568, 2.2792, 2.8708)
C (-8.3133, 3.4927, 2.0112)
C (-7.6756, 3.5106, 0.6217)
C (-6.1526, 3.5541, 0.6583)
H (-10.1747, 1.4306, 1.2811)
H (-9.9734, -0.2858, 1.6283)
H (-10.3550, 0.8346, 2.9410)
H (-7.7476, 0.7735, 1.3243)
H (-7.9513, 0.1397, 2.9457)
H (-6.8864, 2.3004, 3.1021)
H (-8.4723, 2.3741, 3.8330)
H (-8.0148, 4.3979, 2.5518)
H (-9.4004, 3.5573, 1.9000)
H (-8.0361, 4.3956, 0.0874)
H (-8.0041, 2.6458, 0.0373)
H (-5.7986, 4.4264, 1.2139)
H (-5.7522, 3.6167, -0.3576)
H (-5.7363, 2.6560, 1.1225)
C (-5.4504, -1.8898, 1.2231)
C (-5.7567, -2.3214, 2.6507)
C (-4.5741, -2.9889, 3.3505)
C (-4.0794, -4.2865, 2.7102)
C (-5.1219, -5.3964, 2.5749)
C (-5.6689, -5.8801, 3.9118)
H (-5.2270, -2.7464, 0.5817)
H (-6.3124, -1.3724, 0.7942)
H (-4.5975, -1.2049, 1.1960)
H (-6.6280, -2.9825, 2.6558)
H (-6.0406, -1.4342, 3.2269)
H (-4.8450, -3.1778, 4.3937)
H (-3.7372, -2.2806, 3.3823)
H (-3.2383, -4.6618, 3.3039)
H (-3.6705, -4.0676, 1.7173)
H (-4.6562, -6.2457, 2.0636)
H (-5.9487, -5.0700, 1.9360)
H (-4.8629, -6.2385, 4.5570)
H (-6.3677, -6.7054, 3.7563)
H (-6.2064, -5.0881, 4.4379)
C (8.7957, -0.3503, -2.8663)
C (8.6169, 0.3063, -1.5025)
C (9.1569, 1.7353, -1.4395)
C (10.6612, 1.8783, -1.6817)
C (11.5563, 1.0789, -0.7341)
C (11.4155, 1.4925, 0.7255)
H (9.8506, -0.4664, -3.1223)
H (8.3450, -1.3468, -2.8667)
H (8.3123, 0.2388, -3.6508)
H (9.0842, -0.3135, -0.7321)
H (7.5455, 0.3322, -1.2680)
H (8.9030, 2.1628, -0.4642)
H (8.6288, 2.3469, -2.1807)
H (10.9226, 2.9394, -1.6046)
H (10.8936, 1.5875, -2.7116)
H (12.5977, 1.2273, -1.0371)
H (11.3585, 0.0071, -0.8330)
H (11.6370, 2.5550, 0.8536)
H (12.1137, 0.9260, 1.3463)
H (10.4085, 1.3012, 1.1037)

Entry 3:
A 11-piece molecular cluster, C44H80F18O22 overall. Source: the OMol25 dataset; level of theory: ωB97M-V with the def2-TZVPD basis set.

Computed properties:
- E_tot: -140874.2726 eV
- Expectation value of S²: 0.753
- Charge: -1
- HOMO level (alpha / beta): -0.6 / -5.1 eV
- Spin multiplicity: 2

Positions of all 164 atoms, in Å:
C (-0.4720, 1.3447, -3.3068)
O (0.4150, 1.8105, -4.2643)
C (0.2739, 3.1566, -4.6127)
C (1.2674, 3.6184, -5.7457)
O (2.5738, 3.6251, -5.2492)
C (3.1470, 2.3697, -4.7051)
H (-1.4973, 1.6698, -3.4831)
H (-0.1021, 1.7654, -2.3717)
H (-0.3727, 0.2719, -3.1420)
H (0.2581, 3.8497, -3.7716)
H (-0.7464, 3.2128, -4.9920)
H (1.1426, 4.6407, -6.1028)
H (1.2347, 3.0631, -6.6831)
H (2.7465, 2.0229, -3.7525)
H (4.2106, 2.4698, -4.4887)
H (3.1059, 1.5404, -5.4113)
C (4.0832, 3.1720, 2.8628)
O (2.6813, 2.9222, 3.1888)
C (1.8924, 2.3400, 2.1133)
C (1.2095, 3.3733, 1.2508)
O (2.0985, 4.1457, 0.4769)
C (2.4445, 3.8241, -0.8141)
H (4.6259, 2.2267, 2.8547)
H (4.2292, 3.7741, 3.7596)
H (4.2481, 3.7732, 1.9687)
H (1.1623, 1.6508, 2.5375)
H (2.3785, 1.5828, 1.4982)
H (0.7581, 4.1497, 1.8685)
H (0.4773, 2.9566, 0.5592)
H (2.2799, 2.8117, -1.1829)
H (3.5189, 3.9844, -0.9029)
H (1.9002, 4.4723, -1.5009)
C (2.4195, -1.6596, 8.3728)
O (2.3253, -3.0754, 7.9874)
C (2.1140, -3.2259, 6.5166)
C (3.2334, -4.1647, 5.8967)
O (3.1280, -4.2499, 4.4956)
C (3.8833, -5.2785, 3.8676)
H (1.5351, -1.0370, 8.2379)
H (3.2086, -1.1922, 7.7838)
H (2.6728, -1.5501, 9.4273)
H (1.9833, -2.2860, 5.9803)
H (1.1327, -3.6455, 6.2953)
H (3.1912, -5.1081, 6.4411)
H (4.2535, -3.8337, 6.0916)
H (3.8717, -5.0608, 2.7996)
H (3.4401, -6.2471, 4.0990)
H (4.9299, -5.2635, 4.1719)
C (-2.9934, 0.7545, -0.6913)
O (-1.7811, 0.0606, -0.8310)
C (-1.0862, -0.1453, 0.4317)
C (0.2279, -0.9978, 0.1797)
O (0.7412, -1.5692, 1.3463)
C (1.7888, -2.5488, 1.3403)
H (-3.4507, 0.6470, -1.6749)
H (-2.6420, 1.7490, -0.4161)
H (-3.6009, 0.2550, 0.0633)
H (-1.6638, -0.5169, 1.2781)
H (-0.6961, 0.8383, 0.6934)
H (1.0500, -0.3601, -0.1453)
H (-0.0530, -1.8396, -0.4532)
H (2.7397, -2.1094, 1.0389)
H (1.5318, -3.4463, 0.7776)
H (1.9084, -2.9373, 2.3516)
C (-6.7740, 4.4437, -0.0922)
O (-5.4709, 4.5925, -0.5280)
C (-5.3439, 5.3470, -1.7901)
C (-4.0700, 4.9567, -2.6395)
O (-2.7939, 5.2208, -2.0966)
C (-2.6883, 5.2796, -0.6848)
H (-6.8371, 3.6874, 0.6902)
H (-7.4297, 4.1457, -0.9104)
H (-7.0833, 5.4097, 0.3068)
H (-5.1767, 6.3943, -1.5386)
H (-6.2762, 5.3035, -2.3531)
H (-4.2025, 5.4687, -3.5926)
H (-4.0238, 3.8743, -2.7600)
H (-1.6510, 5.5874, -0.5534)
H (-2.8094, 4.3076, -0.2066)
H (-3.3155, 6.0577, -0.2497)
C (-2.5131, 3.2597, -8.8628)
C (-3.4627, 3.6918, -7.7474)
O (-3.7492, 2.5623, -6.9316)
C (-4.3026, 2.6432, -5.7467)
O (-4.7858, 3.7016, -5.2754)
C (-4.5172, 1.3166, -5.0551)
F (-4.9955, 1.4185, -3.7450)
F (-5.4545, 0.7162, -5.7709)
F (-3.3383, 0.6726, -5.0101)
H (-2.8748, 2.4345, -9.4761)
H (-1.5090, 3.0437, -8.4976)
H (-2.3954, 4.0273, -9.6277)
H (-4.3897, 4.0344, -8.2071)
H (-3.1265, 4.5260, -7.1315)
C (-0.2655, -2.4929, -3.4100)
C (1.1039, -2.1166, -3.3810)
O (2.0176, -3.1561, -3.6025)
C (2.9472, -3.5662, -2.7429)
O (2.9497, -3.2267, -1.5271)
C (3.9143, -4.6689, -3.3117)
F (4.4285, -4.2104, -4.4382)
F (4.9119, -4.8332, -2.4307)
F (3.2348, -5.7711, -3.3354)
H (-0.9430, -1.6390, -3.4142)
H (-0.5154, -3.1573, -2.5828)
H (-0.5590, -3.0775, -4.2819)
H (1.2887, -1.6892, -2.3954)
H (1.0967, -1.3502, -4.1560)
C (-2.5013, -3.5903, 0.0638)
C (-3.5849, -3.3496, -0.9487)
O (-3.2962, -4.1801, -2.0969)
C (-3.8430, -3.8668, -3.3305)
O (-4.5455, -2.9056, -3.5460)
C (-3.2653, -4.7002, -4.5126)
F (-4.2115, -5.4292, -5.2347)
F (-2.6293, -3.8033, -5.3537)
F (-2.3450, -5.5434, -3.9924)
H (-1.5659, -3.6941, -0.4860)
H (-2.7518, -4.4967, 0.6149)
H (-2.3067, -2.8011, 0.7900)
H (-3.5181, -2.2909, -1.1995)
H (-4.5759, -3.3746, -0.4955)
C (-0.5043, -6.1457, 4.3467)
C (-1.4255, -5.0004, 3.7775)
O (-1.1474, -3.7404, 4.5396)
C (-1.7916, -2.5122, 4.1882)
O (-2.6176, -2.4809, 3.2454)
C (-1.3057, -1.2638, 4.9228)
F (-2.3662, -0.6393, 5.3509)
F (-0.5267, -1.4303, 5.9491)
F (-0.6451, -0.3837, 4.1411)
H (-0.4852, -6.1351, 5.4365)
H (0.5256, -5.9713, 4.0354)
H (-0.8408, -7.1153, 3.9796)
H (-2.3802, -5.4774, 3.9993)
H (-1.2542, -4.8499, 2.7116)
C (-1.7362, 5.0042, 5.2037)
C (-1.9748, 3.4735, 5.4406)
O (-3.0198, 3.1497, 4.5994)
C (-2.9034, 2.9602, 3.2443)
O (-1.8495, 3.0409, 2.6535)
C (-4.1667, 2.2770, 2.5824)
F (-4.3091, 2.6448, 1.3094)
F (-4.0149, 0.9076, 2.5923)
F (-5.2881, 2.6620, 3.2515)
H (-1.4682, 5.2703, 4.1813)
H (-0.9701, 5.4475, 5.8398)
H (-2.6398, 5.5892, 5.3750)
H (-2.0225, 3.3755, 6.5251)
H (-1.1923, 2.7676, 5.1621)
C (5.6141, -3.6294, 0.5386)
C (6.8954, -3.8647, 1.2227)
O (7.3760, -2.5217, 1.6585)
C (8.7252, -2.2843, 1.7740)
O (9.6314, -3.0831, 1.7261)
C (8.9248, -0.8453, 2.2575)
F (10.2424, -0.6091, 2.6635)
F (8.5305, -0.0407, 1.1984)
F (8.0892, -0.6248, 3.2475)
H (4.9488, -4.4849, 0.6558)
H (5.8614, -3.6368, -0.5229)
H (5.2323, -2.6769, 0.9060)
H (7.6224, -4.3509, 0.5722)
H (6.8011, -4.4623, 2.1294)

Entry 4:
A 13-piece molecular cluster, C36H102N16O17 overall. Source: the OMol25 dataset; level of theory: ωB97M-V with the def2-TZVPD basis set.

Computed properties:
- E_tot: -97631.6770 eV
- Charge: 0
- HOMO level: -8.2 eV
- Spin multiplicity: 1

Positions of all 171 atoms, in Å:
C (-0.6882, 0.8694, 4.8149)
O (-1.8604, 1.1260, 4.8782)
N (0.2303, 1.6300, 5.4163)
N (-0.1888, -0.2225, 4.3170)
H (1.2187, 1.4951, 5.2587)
H (-0.0276, 2.3991, 6.0180)
H (0.7666, -0.5501, 4.3170)
H (-0.9214, -0.9168, 4.2807)
C (-0.2404, 0.0752, 0.1020)
O (-0.7482, 0.9799, -0.5184)
N (-0.3140, -1.1175, -0.3379)
N (0.2367, 0.1064, 1.3242)
H (-0.0035, -1.9299, 0.1755)
H (-0.7580, -1.3391, -1.2177)
H (0.1608, 1.0170, 1.7546)
H (0.7579, -0.6249, 1.7863)
C (1.7234, -3.5637, -3.2420)
O (2.4308, -4.4580, -2.8061)
N (1.7599, -3.1555, -4.4782)
N (1.0480, -2.7439, -2.4775)
H (1.1158, -2.4654, -4.8373)
H (2.4350, -3.6021, -5.0823)
H (0.1846, -2.3255, -2.7931)
H (1.1511, -3.0506, -1.5208)
C (1.2804, -4.6392, 0.6809)
O (1.0841, -3.4574, 0.4193)
N (0.6973, -5.2449, 1.6339)
N (2.0987, -5.4430, 0.0856)
H (-0.0767, -4.7780, 2.0844)
H (0.9866, -6.1809, 1.8796)
H (2.3801, -6.3029, 0.5344)
H (2.6577, -5.1230, -0.6923)
C (3.7274, 1.4170, 4.4355)
O (3.2372, 0.8801, 5.3806)
N (3.6817, 0.8539, 3.2932)
N (4.2390, 2.6611, 4.3981)
H (3.9675, 1.3579, 2.4659)
H (3.0887, 0.0364, 3.2810)
H (4.2201, 3.2014, 5.2512)
H (4.9690, 2.8916, 3.7392)
C (-2.2819, -0.8919, -3.4381)
O (-1.4287, -1.7122, -3.0496)
N (-2.9803, -1.0461, -4.5135)
N (-2.5091, 0.2264, -2.8136)
H (-3.0025, -1.9845, -4.8862)
H (-3.6027, -0.3216, -4.8418)
H (-2.0691, 0.4263, -1.9267)
H (-3.1733, 0.8386, -3.2653)
C (4.5541, -2.1351, 1.9127)
C (3.3290, -2.4959, 2.7965)
O (2.1880, -1.8741, 2.4008)
H (5.4933, -2.6683, 2.0597)
H (4.8115, -1.0852, 2.0525)
H (4.4151, -2.3128, 0.8463)
H (3.6320, -2.3492, 3.8332)
H (3.2119, -3.5689, 2.6452)
H (1.9054, -2.4198, 1.6633)
C (3.5447, 0.4148, -0.6048)
C (4.7476, 1.3591, -0.3386)
O (4.4169, 2.1462, 0.8303)
H (3.1065, -0.1702, 0.2039)
H (3.8648, -0.2379, -1.4170)
H (2.7036, 0.8946, -1.1053)
H (5.0655, 1.8986, -1.2308)
H (5.5902, 0.8148, 0.0880)
H (5.1780, 2.6442, 1.1372)
C (-4.5996, 4.6057, -1.8235)
C (-4.0049, 3.4764, -0.9553)
O (-2.7322, 3.2069, -1.5731)
H (-4.0427, 5.5315, -1.6798)
H (-5.5969, 4.8164, -1.4375)
H (-4.7749, 4.2456, -2.8373)
H (-4.5586, 2.5375, -0.9656)
H (-3.7940, 3.8470, 0.0478)
H (-2.3045, 2.4941, -1.0929)
C (-1.5598, -5.6492, -0.8701)
O (-2.8078, -6.1528, -1.4091)
C (-3.4852, -6.9172, -0.5236)
C (-3.8102, -6.4668, 0.8385)
N (-2.7505, -6.7920, 1.8122)
C (-3.0524, -6.3093, 3.1038)
C (-2.8960, -4.7743, 3.3113)
O (-1.7388, -4.2624, 2.7910)
C (-1.4440, -2.9665, 3.1967)
H (-1.0111, -5.0641, -1.6081)
H (-0.8813, -6.4597, -0.6038)
H (-1.7129, -5.0952, 0.0560)
H (-2.9682, -7.8636, -0.3653)
H (-4.4341, -7.1428, -1.0103)
H (-4.8171, -6.8102, 1.0756)
H (-3.9279, -5.3849, 0.7774)
H (-1.9846, -6.1900, 1.5453)
H (-2.3258, -6.7267, 3.8009)
H (-3.9863, -6.7009, 3.5068)
H (-2.9480, -4.6765, 4.3957)
H (-3.7274, -4.2923, 2.7971)
H (-1.1392, -2.4216, 2.3032)
H (-0.5662, -2.9479, 3.8426)
H (-2.2024, -2.4153, 3.7526)
C (7.4340, 3.1604, 2.8921)
O (6.1875, 3.7039, 2.4333)
C (6.4789, 4.4991, 1.2751)
C (5.3321, 5.4900, 1.0561)
N (4.2589, 5.0167, 0.2401)
C (3.0812, 5.9358, 0.2171)
C (1.8193, 5.4020, -0.5073)
O (1.7455, 3.9798, -0.5842)
C (1.3871, 3.2928, 0.6206)
H (8.2043, 3.7908, 3.3363)
H (7.8608, 2.5629, 2.0865)
H (7.1769, 2.3592, 3.5849)
H (6.6588, 3.8391, 0.4265)
H (7.3868, 5.0826, 1.4273)
H (5.7879, 6.4445, 0.7927)
H (5.0322, 5.6151, 2.0965)
H (3.9046, 4.0886, 0.4222)
H (3.2995, 6.9503, -0.1165)
H (2.8365, 6.0542, 1.2727)
H (1.9443, 5.7555, -1.5308)
H (0.9023, 5.7994, -0.0722)
H (1.8390, 3.6986, 1.5257)
H (1.7264, 2.2798, 0.4046)
H (0.3166, 3.1102, 0.7140)
C (-3.8942, -2.5798, 0.0092)
O (-4.6247, -1.4198, 0.3101)
C (-3.9140, -0.5270, 1.1049)
C (-4.7390, 0.6941, 1.4542)
N (-5.7185, 0.4710, 2.5158)
C (-6.9042, -0.2770, 1.9966)
C (-8.1196, -0.2886, 2.9914)
O (-9.2717, -0.7023, 2.3091)
C (-10.3027, -1.0767, 3.1500)
H (-2.8680, -2.2786, -0.2013)
H (-4.2631, -2.9833, -0.9338)
H (-3.7687, -3.3417, 0.7785)
H (-2.9957, -0.2444, 0.5901)
H (-3.5597, -1.0411, 1.9983)
H (-5.1948, 1.2194, 0.6149)
H (-4.0677, 1.4829, 1.7937)
H (-5.2637, -0.2835, 3.0098)
H (-6.6357, -1.3115, 1.7823)
H (-7.3420, 0.2175, 1.1295)
H (-8.3986, 0.7104, 3.3266)
H (-7.8772, -0.9507, 3.8227)
H (-10.1143, -1.7387, 3.9953)
H (-11.1334, -1.5194, 2.6004)
H (-10.7061, -0.1875, 3.6345)
C (1.3150, 0.3948, -3.8494)
O (1.6004, 1.5700, -4.5753)
C (1.8061, 2.6420, -3.7088)
C (1.7858, 4.0327, -4.4891)
N (2.8160, 4.4971, -5.3590)
C (3.5303, 3.5438, -6.2093)
C (2.6269, 2.9248, -7.3104)
O (2.1727, 3.9311, -8.1954)
C (0.8098, 4.3821, -8.0400)
H (0.6617, 0.5476, -2.9904)
H (2.3077, 0.1201, -3.4928)
H (0.8318, -0.4058, -4.4095)
H (2.7110, 2.4210, -3.1427)
H (1.0007, 2.5859, -2.9764)
H (1.4846, 4.8109, -3.7878)
H (0.9095, 3.8284, -5.1043)
H (2.2776, 5.0296, -6.0274)
H (4.0138, 2.7415, -5.6520)
H (4.3671, 4.0649, -6.6745)
H (1.8467, 2.2622, -6.9358)
H (3.2203, 2.1967, -7.8634)
H (0.4020, 4.6479, -9.0153)
H (0.6924, 5.2280, -7.3627)
H (0.0535, 3.6171, -7.8645)